{
  "formula": "C60H150BF5N10O20Pb",
  "method": "ωB97M-V with the def2-TZVPD basis set",
  "elements": ["Pb", "B", "F", "F", "F", "F", "F", "C", "O", "C", "C", "N", "C", "C", "O", "C", "H", "H", "H", "H", "H", "H", "H", "H", "H", "H", "H", "H", "H", "H", "H", "C", "O", "C", "C", "N", "C", "C", "O", "C", "H", "H", "H", "H", "H", "H", "H", "H", "H", "H", "H", "H", "H", "H", "H", "C", "O", "C", "C", "N", "C", "C", "O", "C", "H", "H", "H", "H", "H", "H", "H", "H", "H", "H", "H", "H", "H", "H", "H", "C", "O", "C", "C", "N", "C", "C", "O", "C", "H", "H", "H", "H", "H", "H", "H", "H", "H", "H", "H", "H", "H", "H", "H", "C", "O", "C", "C", "N", "C", "C", "O", "C", "H", "H", "H", "H", "H", "H", "H", "H", "H", "H", "H", "H", "H", "H", "H", "C", "O", "C", "C", "N", "C", "C", "O", "C", "H", "H", "H", "H", "H", "H", "H", "H", "H", "H", "H", "H", "H", "H", "H", "C", "O", "C", "C", "N", "C", "C", "O", "C", "H", "H", "H", "H", "H", "H", "H", "H", "H", "H", "H", "H", "H", "H", "H", "C", "O", "C", "C", "N", "C", "C", "O", "C", "H", "H", "H", "H", "H", "H", "H", "H", "H", "H", "H", "H", "H", "H", "H", "C", "O", "C", "C", "N", "C", "C", "O", "C", "H", "H", "H", "H", "H", "H", "H", "H", "H", "H", "H", "H", "H", "H", "H", "C", "O", "C", "C", "N", "C", "C", "O", "C", "H", "H", "H", "H", "H", "H", "H", "H", "H", "H", "H", "H", "H", "H", "H"],
  "positions_angstrom": [[-2.2918, 0.4580, -2.2571], [0.4160, -1.1320, -1.4811], [-0.6997, -1.2689, -0.6303], [1.5142, -1.8867, -0.9914], [-0.0037, -1.5806, -2.8017], [0.7575, 0.3078, -1.6106], [-4.1577, 0.4475, -3.3183], [-2.5756, 6.9859, 0.4717], [-3.1799, 7.6088, 1.5703], [-2.6319, 7.0717, 2.7947], [-3.3328, 5.8076, 3.1755], [-4.7336, 5.9603, 3.5008], [-5.3328, 4.6583, 3.8163], [-5.6113, 3.7443, 2.6716], [-6.6451, 4.1953, 1.9000], [-7.9020, 3.9087, 2.3893], [-1.4652, 7.3366, 0.4980], [-2.9602, 7.4071, -0.4577], [-2.6702, 5.8842, 0.5001], [-2.7848, 7.7745, 3.6101], [-1.5298, 6.9560, 2.6382], [-2.8729, 5.3830, 4.1103], [-3.1612, 5.0776, 2.3979], [-5.1796, 6.4132, 2.6755], [-6.2247, 4.9302, 4.3951], [-4.6841, 4.2867, 4.6108], [-5.7773, 2.7141, 3.0144], [-4.7742, 3.6826, 1.9748], [-8.6270, 4.2475, 1.5903], [-8.0321, 4.3747, 3.3901], [-8.0474, 2.8368, 2.6412], [1.8007, 4.0810, -5.1677], [0.6211, 4.9063, -5.1211], [0.8888, 6.2944, -5.0883], [1.7084, 6.6968, -3.8763], [0.9857, 6.3308, -2.6107], [1.7901, 6.6340, -1.4328], [2.7384, 5.5408, -1.1319], [2.0331, 4.3285, -0.9206], [2.8777, 3.2795, -0.3882], [2.6271, 4.6006, -5.5508], [1.5631, 3.1306, -5.6856], [2.1598, 3.7980, -4.1417], [-0.0103, 6.8477, -5.0462], [1.3850, 6.6095, -6.0502], [1.8881, 7.6895, -3.8821], [2.6588, 6.1704, -3.9037], [0.8721, 5.2774, -2.5531], [1.0569, 6.7411, -0.5648], [2.3191, 7.5811, -1.5794], [3.3227, 5.7315, -0.2273], [3.3978, 5.3481, -2.0158], [3.2528, 3.5852, 0.5481], [3.7399, 3.1020, -1.0533], [2.2467, 2.4205, -0.3609], [-7.6426, -0.0024, 3.3882], [-6.6547, -0.9449, 3.0850], [-6.7015, -2.1654, 3.8014], [-5.8103, -3.1924, 3.2581], [-4.3769, -2.9773, 3.5620], [-3.6124, -4.2317, 3.2563], [-2.0992, -3.9392, 3.2528], [-1.7842, -3.1777, 2.1272], [-0.4642, -2.7749, 2.1492], [-8.6627, -0.2673, 3.0237], [-7.4007, 0.9653, 2.9352], [-7.7372, 0.1806, 4.4458], [-7.7531, -2.5478, 3.7335], [-6.3756, -1.9699, 4.8193], [-6.0211, -3.3027, 2.1628], [-6.0629, -4.1548, 3.7878], [-4.0194, -2.3451, 2.8844], [-3.8322, -4.6181, 2.2637], [-3.9247, -5.0674, 3.9174], [-1.6066, -4.8928, 3.2642], [-1.7965, -3.4277, 4.1753], [-0.1195, -2.3575, 1.1744], [0.1979, -3.6216, 2.3652], [-0.2729, -1.9829, 2.9610], [-2.9575, -1.9720, -4.8545], [-2.5001, -1.9795, -3.5203], [-3.2564, -2.9288, -2.8209], [-3.3805, -2.6417, -1.2789], [-3.9685, -1.2927, -1.1941], [-4.3205, -0.9176, 0.1487], [-5.0929, 0.3722, 0.1514], [-4.3012, 1.4018, -0.6369], [-5.1116, 2.4913, -1.0775], [-3.0044, -2.9572, -5.2556], [-2.1918, -1.4620, -5.4185], [-3.9899, -1.5832, -4.7698], [-2.8968, -3.9531, -3.0212], [-4.2648, -2.8876, -3.2283], [-2.3782, -2.6034, -0.8139], [-4.1278, -3.3129, -0.8766], [-4.6844, -1.1609, -1.8645], [-3.3468, -0.7804, 0.7277], [-4.8266, -1.6555, 0.8257], [-5.1266, 0.8119, 1.1617], [-6.0090, 0.3222, -0.3982], [-5.7989, 2.2060, -1.8498], [-4.4895, 3.3006, -1.4653], [-5.6612, 2.9774, -0.2897], [2.4576, 0.1681, 1.5905], [3.7785, -0.1607, 2.0560], [4.8695, 0.2421, 1.2189], [6.1584, -0.4160, 1.7962], [6.4306, -0.0075, 3.1195], [7.6255, -0.5805, 3.6256], [7.9912, 0.2351, 4.8484], [6.8501, 0.2007, 5.7553], [6.8878, 1.1320, 6.8410], [2.1923, -0.0383, 0.5401], [2.2422, 1.2289, 1.9058], [1.9246, -0.4369, 2.2705], [5.0535, 1.3758, 1.2394], [4.6687, -0.1168, 0.2121], [6.9885, -0.2141, 1.1016], [5.9242, -1.4894, 1.7411], [5.5912, -0.1271, 3.6805], [8.4498, -0.5217, 2.9304], [7.6216, -1.6518, 3.8987], [8.0419, 1.2878, 4.5677], [8.8463, -0.1416, 5.3851], [6.5235, 2.1060, 6.4940], [7.9318, 1.2031, 7.1913], [6.1979, 0.7141, 7.6065], [4.4045, -2.1833, -8.1150], [4.2563, -2.0126, -6.7004], [2.9383, -1.8243, -6.2987], [2.8923, -1.2324, -4.8860], [3.1127, 0.2432, -4.8296], [3.1410, 0.7781, -3.4480], [3.9850, 0.0725, -2.5175], [5.2929, 0.0114, -3.0552], [6.2120, -0.7636, -2.3485], [3.9878, -3.2005, -8.5194], [5.5122, -2.1213, -8.2995], [3.8608, -1.3595, -8.6302], [2.4075, -2.7951, -6.2672], [2.4441, -1.1493, -7.0678], [3.6372, -1.7383, -4.2518], [1.9537, -1.5855, -4.3978], [4.0152, 0.4244, -5.2137], [2.1648, 0.7830, -3.0775], [3.4288, 1.8444, -3.5980], [3.6269, -0.9635, -2.3569], [3.9861, 0.5250, -1.5856], [7.1388, -0.5642, -2.9266], [5.9155, -1.7797, -2.2694], [6.3988, -0.3454, -1.2980], [7.5672, -5.8578, 6.0770], [6.5522, -5.1379, 5.5307], [5.4338, -4.9351, 6.3185], [4.6556, -3.5986, 6.0231], [3.7744, -3.6237, 4.8709], [4.3897, -3.5321, 3.5832], [3.4274, -3.5573, 2.4608], [4.1118, -3.4493, 1.2838], [3.7729, -4.3688, 0.2095], [7.3359, -6.9260, 6.3576], [7.8937, -5.3803, 7.0082], [8.3835, -5.7878, 5.3459], [5.6916, -4.8125, 7.3786], [4.5903, -5.6279, 6.1305], [5.3594, -2.7257, 5.8731], [4.1992, -3.3846, 7.0020], [3.0591, -2.8775, 4.9073], [5.0717, -4.3608, 3.4021], [4.9466, -2.6142, 3.5345], [2.6457, -2.7814, 2.6381], [2.9295, -4.5155, 2.5485], [4.3490, -3.9682, -0.6501], [2.7104, -4.2769, 0.0770], [4.1167, -5.3932, 0.4133], [4.4505, -4.1995, -3.9298], [3.1540, -4.6531, -4.3088], [2.3704, -5.1757, -3.2704], [1.0434, -5.5983, -3.7895], [0.1398, -6.0319, -2.6453], [-0.3130, -4.9506, -1.7428], [-1.3300, -5.4331, -0.7656], [-0.6548, -6.3635, 0.0397], [-1.4988, -7.2089, 0.8309], [4.4296, -3.5381, -3.0284], [4.7972, -3.5632, -4.7717], [5.1744, -5.0172, -3.8210], [2.2074, -4.4317, -2.4717], [2.8910, -5.9821, -2.7795], [1.2146, -6.4643, -4.4348], [0.5776, -4.7085, -4.3407], [0.6110, -6.7252, -2.0853], [-0.8542, -4.2024, -2.3060], [0.3956, -4.3704, -1.1868], [-2.1494, -5.8411, -1.2788], [-1.6564, -4.6178, -0.0994], [-2.0635, -7.7916, 0.1047], [-2.1937, -6.6820, 1.5064], [-0.8971, -7.9679, 1.3642], [-6.3686, 2.1208, 6.0698], [-4.9760, 1.9621, 5.8897], [-4.6554, 0.7092, 5.2611], [-3.0806, 0.5906, 5.0963], [-2.4125, 1.4299, 4.1189], [-2.7577, 1.0721, 2.7339], [-1.6799, 1.5280, 1.7509], [-1.5273, 2.9324, 1.6957], [-0.2219, 3.5201, 1.8540], [-6.4048, 3.1359, 6.5538], [-6.7702, 1.3409, 6.7643], [-6.9064, 2.1299, 5.1094], [-5.1327, 0.6574, 4.2755], [-5.0826, -0.1218, 5.8877], [-2.9134, -0.4596, 4.8259], [-2.6772, 0.7243, 6.1192], [-2.6498, 2.3834, 4.3387], [-3.6599, 1.5754, 2.3808], [-2.9350, 0.0309, 2.5664], [-1.9740, 1.1367, 0.7213], [-0.7920, 0.9653, 1.9938], [0.1666, 3.3764, 2.8741], [-0.3824, 4.5718, 1.7029], [0.4805, 3.0876, 1.1315], [-0.9463, -0.3585, -8.3135], [-0.5107, -0.3481, -6.9804], [0.1025, 0.8711, -6.6131], [-0.0197, 1.0342, -5.0943], [-1.4798, 1.0906, -4.7031], [-2.3361, 2.2442, -5.0734], [-2.1994, 3.4064, -4.0977], [-2.1517, 2.8782, -2.7837], [-1.8514, 3.8395, -1.7991], [-0.0441, -0.5813, -8.9351], [-1.3889, 0.5517, -8.6238], [-1.6834, -1.1673, -8.3782], [-0.3188, 1.7502, -7.0991], [1.2227, 0.8472, -6.8130], [0.5005, 1.8889, -4.6645], [0.3627, 0.1583, -4.5244], [-1.9387, 0.3231, -5.1529], [-3.3649, 1.9634, -4.9359], [-2.1738, 2.5605, -6.0915], [-3.1206, 3.9608, -4.2365], [-1.2558, 4.0260, -4.1486], [-2.0248, 3.3736, -0.8265], [-2.4806, 4.7188, -1.8998], [-0.8631, 4.2298, -1.8585]],
  "forces_ev_per_angstrom": [[-0.098, -0.334, -0.030], [0.538, 0.266, -1.166], [0.371, 0.155, 0.090], [-0.907, 0.782, -0.478], [0.847, 0.539, 1.378], [-0.432, -1.741, 0.507], [-0.081, 0.118, -0.427], [2.090, 0.877, -0.091], [-0.270, -0.160, 0.867], [0.173, 0.632, -0.417], [0.797, -1.065, 1.221], [-0.330, 0.835, -1.507], [0.196, 1.770, 1.579], [1.362, -0.923, 0.236], [-0.686, 0.392, -1.569], [-1.325, 0.068, 0.478], [-1.366, -1.099, -0.271], [-0.355, -0.184, 0.146], [0.180, 0.416, -0.171], [-0.088, 0.484, -0.235], [-0.714, -0.226, 0.303], [0.038, 0.379, -0.796], [0.123, -0.572, -0.382], [0.099, -0.537, 0.881], [-0.333, -0.453, -0.386], [0.089, -0.774, -0.308], [-0.161, -0.095, 0.162], [0.407, 0.059, 0.223], [0.543, -0.361, 1.312], [-0.471, 0.322, -0.671], [0.110, 0.200, -0.671], [-1.193, -0.901, 1.634], [0.303, -0.482, -0.109], [1.604, -0.016, -0.574], [-1.062, -4.110, 0.853], [0.120, -1.062, -0.857], [-1.724, 0.604, 0.826], [1.172, -1.363, -0.144], [-0.012, -0.431, 0.287], [-0.443, 1.140, -2.084], [1.066, 0.679, -1.271], [0.296, 0.893, 0.012], [-0.621, 0.130, -0.461], [-1.399, 0.131, 0.032], [-0.081, -0.275, 0.809], [0.496, 3.401, 0.035], [0.474, 0.055, -0.160], [-0.025, 1.640, -0.580], [1.035, 0.036, -0.835], [-0.075, -0.066, 0.169], [0.300, 0.303, -0.132], [0.051, 0.418, 0.653], [0.368, 0.134, 1.421], [-0.236, -0.041, 0.035], [-0.213, -0.737, 0.244], [-0.880, 0.106, -0.306], [0.648, 0.111, -0.888], [-1.722, 0.890, 0.436], [1.019, -1.578, -0.464], [-0.422, -1.738, -0.191], [0.138, 0.674, 0.301], [-1.470, -0.264, 1.006], [-0.953, 0.035, -0.496], [2.083, 1.356, 0.369], [0.579, -0.214, 0.042], [0.277, -0.414, -0.120], [0.062, -0.096, 0.673], [0.630, 0.190, 0.437], [-0.390, -0.014, 0.512], [0.231, -0.200, 0.602], [-0.027, 0.813, -0.676], [0.367, 1.050, -0.524], [-0.216, 0.074, -0.531], [0.456, 0.724, 0.132], [0.688, -0.653, -0.281], [-0.109, 0.167, -0.012], [-0.698, -0.278, 0.702], [0.017, -0.046, 0.085], [-0.290, -0.918, -0.925], [-0.385, 0.546, 0.692], [0.352, -0.358, 0.638], [-0.400, -0.645, 1.411], [0.279, 1.263, -2.196], [1.217, -0.878, 1.124], [1.306, 0.418, 1.502], [2.023, 2.149, -0.592], [-0.593, -0.613, 0.845], [0.594, 0.268, 0.151], [0.006, -1.117, -0.273], [-0.319, 0.539, -0.455], [0.529, 0.440, -0.994], [0.101, 0.272, 0.152], [-0.500, -0.096, 0.057], [-0.764, -0.456, 0.111], [0.405, -0.858, 0.407], [-0.986, 0.248, -0.667], [-0.932, 0.066, -0.806], [-0.226, 0.136, -0.974], [-0.714, -0.478, -0.333], [-0.965, -0.300, 0.165], [-0.353, -0.425, -0.531], [0.353, -0.423, -0.150], [-0.385, -0.146, 0.799], [1.058, 1.333, 1.013], [0.559, 0.373, -1.021], [0.672, 0.792, 1.118], [-1.831, -0.632, -1.925], [-0.406, 0.699, -0.568], [0.478, -0.164, 1.860], [-1.681, 0.557, 0.916], [0.204, -0.548, -0.056], [0.075, -0.938, -0.724], [0.521, -0.006, 0.349], [0.067, -0.694, -0.732], [-1.445, -0.732, 0.324], [-0.628, -1.208, -0.123], [0.185, 0.093, -0.122], [-0.081, 0.096, 0.313], [0.310, -0.215, -0.157], [0.535, -0.102, 0.270], [0.127, 0.410, -0.558], [-0.529, 0.025, -0.002], [0.741, 0.047, -0.235], [0.644, 0.014, 0.101], [0.131, 0.051, 0.196], [-0.453, 0.166, 0.311], [0.636, 0.456, -0.332], [0.095, -0.805, 0.030], [1.046, -0.237, -1.012], [-1.183, 0.512, -0.020], [0.007, -0.083, 0.428], [-1.060, -0.975, 0.343], [-0.128, 1.537, -2.835], [1.393, -2.513, -0.514], [-0.345, 0.447, -0.273], [1.309, 2.435, 0.770], [0.688, 1.656, 0.875], [-1.194, -0.117, -0.053], [0.420, -0.450, 0.086], [0.073, 0.299, -0.159], [0.119, -0.558, 0.979], [0.117, -0.049, -0.544], [0.172, 0.921, -0.437], [0.710, -0.075, -0.405], [-1.580, 0.034, 0.614], [0.095, -0.542, 0.460], [-0.083, 0.267, 0.036], [0.024, 1.122, 2.008], [-0.270, -0.880, 0.545], [-0.105, -1.169, -0.054], [-0.312, -0.572, -1.125], [1.324, -0.987, 0.930], [-1.298, 0.660, -1.347], [-2.038, 1.803, -0.058], [1.997, 1.042, -0.276], [-2.044, -0.298, 0.835], [1.345, -0.050, 0.425], [-1.698, -0.450, 1.000], [0.908, -0.071, -1.833], [1.068, 1.410, 0.791], [0.014, 0.767, -0.596], [0.233, -0.006, 0.131], [-0.062, -0.436, 0.357], [0.155, -0.641, -0.034], [0.791, -0.647, 0.400], [0.007, -0.822, 0.343], [-0.736, -0.050, -0.711], [0.619, -0.629, 0.386], [0.245, -0.051, 0.299], [0.781, 0.673, -0.299], [0.311, -0.083, -0.553], [-0.507, -0.439, -0.198], [-0.621, -0.371, 0.332], [-0.531, -0.366, -0.542], [-0.268, 0.180, 0.143], [-0.120, 0.835, -0.608], [0.514, 0.344, -0.198], [0.525, 1.153, 0.897], [-1.451, 0.284, 0.730], [0.269, 1.171, -0.691], [-0.774, 0.161, -1.021], [1.296, 0.592, 1.369], [0.068, -1.164, 1.413], [0.327, -0.341, -1.009], [-0.102, -0.653, -0.386], [-0.137, -0.429, 0.482], [-0.245, -0.043, 0.297], [0.160, 0.196, -0.247], [0.266, -0.803, 0.176], [-0.500, 0.218, -0.234], [0.436, -1.437, 0.631], [0.155, -0.210, 0.051], [0.097, 0.292, -0.704], [1.144, 0.063, 0.251], [-1.395, -0.949, -0.672], [-0.157, 0.065, -0.373], [-0.608, -0.139, 0.104], [0.380, 0.058, -0.146], [-0.011, 0.811, -0.026], [0.602, 1.061, 0.953], [0.240, -0.898, -0.564], [0.770, 0.277, 0.167], [-1.417, -0.776, 0.966], [-0.484, -0.933, 0.071], [0.280, 2.329, -0.361], [-0.346, -1.054, -1.126], [-0.015, 0.196, 0.310], [-0.568, -1.286, 0.306], [-0.608, -1.005, -0.409], [0.093, 0.501, -0.538], [0.025, -0.028, 0.277], [-0.039, -0.026, -0.007], [0.590, 0.462, -0.451], [0.103, 0.101, 0.058], [0.088, 0.156, -0.581], [0.055, 0.404, -0.361], [-0.398, 0.089, 0.220], [0.164, -0.860, 0.445], [0.215, 0.590, 0.990], [0.861, 0.264, 0.219], [-0.118, -0.124, -0.191], [0.149, 0.465, -0.293], [-0.064, 0.279, 0.037], [1.278, -1.839, -0.129], [-0.417, 0.856, 0.621], [2.244, -0.053, 1.230], [-1.588, -0.685, 0.673], [-0.099, 0.410, 0.122], [1.226, 0.082, 1.001], [1.624, 0.311, -0.034], [-0.398, -0.059, 0.158], [-0.899, 0.005, 0.532], [-0.841, 0.121, -0.094], [-0.494, 1.115, -0.256], [0.237, 0.125, -0.282], [-0.268, -0.064, -0.333], [-1.153, 0.004, -0.124], [-0.134, 0.042, -0.335], [-0.067, 0.401, -0.731], [0.049, -0.620, -0.218], [-0.390, -0.735, -0.249], [0.023, 0.379, -0.451], [0.009, 0.806, 0.144], [-1.129, -0.389, -0.768], [0.113, 0.103, 0.010], [-0.517, 0.113, 0.012], [1.173, -0.086, -0.176]],
  "mulliken_charge": [2.28, -0.95, 0.12, 0.17, -0.24, -0.35, -1.02, -0.16, -0.47, -0.79, 0.15, -0.32, -1.15, 2.54, -0.41, -0.48, 0.13, 0.36, -0.05, 0.40, 0.29, 0.24, -0.13, 0.37, 0.25, 0.36, -0.87, -0.77, 0.32, 0.25, 0.13, -0.37, -0.31, -0.81, -0.81, -0.01, -0.46, -0.67, 0.37, -1.00, 0.62, 0.01, -0.06, 0.47, 0.35, 0.73, 0.27, -0.39, -0.05, 0.48, 0.52, 0.22, 0.58, 0.59, -0.33, -0.52, 0.00, -0.59, -0.54, -0.10, -0.86, -1.17, 1.02, -1.66, 0.42, -0.40, 0.44, 0.41, 0.22, 0.17, 0.47, -0.23, 0.42, 0.47, 0.51, 0.43, 0.15, 0.54, 0.19, -1.08, 0.81, -1.79, 0.78, -0.22, 1.07, -0.68, 1.03, -1.01, 0.39, -0.08, 0.44, 0.39, 0.74, -1.01, 0.70, 0.42, -0.92, -0.52, -0.50, 0.98, 0.37, -0.05, 0.22, -0.75, -0.49, 1.00, -1.17, -0.21, -0.47, -0.73, -0.21, -0.79, 0.43, 0.13, 0.39, 0.13, -0.71, 0.68, 0.21, 0.32, 0.40, 0.17, 0.39, 0.45, 0.30, 0.32, 0.18, -0.71, -0.34, -0.75, 0.62, 0.08, -0.04, 1.06, -0.53, -0.48, 0.24, 0.25, 0.31, 0.27, 0.22, -0.16, -0.20, 0.55, -0.72, 0.26, -0.33, 0.21, 0.34, 0.04, 0.16, -0.82, -0.16, -0.58, -0.34, -0.31, -0.31, 0.40, -0.31, -0.35, 0.28, 0.35, 0.22, 0.39, 0.24, 0.09, 0.50, 0.25, 0.23, -0.06, -0.87, 0.77, 0.05, 0.13, 0.28, -0.32, -0.36, 0.43, -0.54, -0.35, 1.37, -0.31, -0.32, -0.84, -0.25, 0.23, 0.37, -0.25, 0.37, 0.38, 0.01, 0.30, -0.80, -0.72, 0.80, -0.22, 0.40, 0.17, 0.25, -0.50, -0.39, 0.82, -1.11, -0.12, 1.57, 0.27, 0.27, -0.33, 0.24, 0.33, 0.04, -0.67, 0.48, 0.24, 0.45, 0.29, -1.00, -0.69, -0.52, 0.27, 0.39, -0.10, -0.14, -1.03, -0.15, -1.37, 1.74, 1.07, -1.68, -0.15, 0.30, -0.58, 0.26, 0.42, 0.23, 0.75, 0.40, -0.99, -0.66, -0.54, 0.51, 0.52, 0.36, -0.06, 0.07, 0.55, -0.60],
  "multiplicity": 1,
  "charge": 0,
  "e_homo_ev": -8.2,
  "lumo_ev": 0.536
}